Record 1
{"formula": "C5H12O2", "method": "ωB97M-V/def2-TZVPD", "species": ["C", "C", "O", "H", "H", "H", "H", "C", "C", "C", "O", "H", "H", "H", "H", "H", "H", "H", "H"], "xyz": [[-2.095, -1.845, -0.048], [-0.874, -2.443, 0.184], [-0.276, -2.782, 1.372], [-2.373, -1.663, -1.116], [-2.790, -1.723, 0.756], [-0.252, -2.743, -0.685], [0.483, -3.373, 1.153], [0.479, 2.667, 0.197], [0.398, 1.171, 0.157], [1.572, 0.549, -0.555], [-0.798, 0.890, -0.586], [-0.389, 3.180, 0.674], [0.662, 3.103, -0.830], [1.357, 3.002, 0.779], [0.349, 0.855, 1.212], [2.604, 0.727, -0.100], [1.564, 0.947, -1.544], [1.410, -0.510, -0.682], [-1.030, -0.010, -0.340]], "forces_ev_per_a": [[-0.542, -0.091, -0.462], [3.692, -1.867, 1.227], [-2.208, 0.785, -3.011], [0.206, -0.048, 1.143], [-0.437, 0.376, 0.293], [-0.542, 0.264, 0.415], [-0.218, 0.487, 0.353], [0.711, 2.050, -0.343], [0.222, 0.852, 0.429], [1.248, 0.206, 0.736], [0.009, -0.463, 0.530], [0.447, -0.684, -0.540], [-0.495, -0.529, 0.937], [-0.262, -0.351, -0.134], [-0.365, -0.368, -0.265], [-1.551, -0.198, -0.395], [0.239, 0.381, -0.865], [0.107, -0.668, 0.143], [-0.263, -0.136, -0.192]], "s_squared": 0.757, "e_tot_ev": -9463.7664, "de_lowest_kj_mol": 122.88, "homo_lumo_gap_ev": [8.846, 4.720], "multiplicity": 2, "e_homo_ha": [-0.5198, -0.5185], "lumo_ev": [-5.3, -9.4], "charge": 1}


Record 2
{"formula": "C3H11NOP", "method": "ωB97M-V/def2-TZVPD", "species": ["C", "C", "C", "N", "O", "P", "H", "H", "H", "H", "H", "H", "H", "H", "H", "H", "H"], "xyz": [[1.803, -0.199, -2.643], [-1.829, 0.553, -0.030], [-0.190, -1.306, 1.606], [0.012, 1.200, 1.747], [1.887, 0.476, -1.433], [-0.147, 0.131, 0.498], [1.578, -1.256, -2.699], [2.938, -0.095, -2.997], [0.970, 0.336, -3.295], [-2.665, -0.152, 0.411], [-2.130, 0.404, -1.149], [-2.074, 1.580, 0.103], [0.606, -1.273, 2.325], [0.037, -2.334, 1.081], [-1.192, -1.307, 2.170], [0.640, 1.090, 2.558], [-0.247, 2.152, 1.747]], "forces_ev_per_a": [[-0.173, 2.387, -1.321], [-2.852, -2.498, -2.570], [-0.796, -3.146, -0.888], [1.144, -0.019, 0.878], [-0.422, -1.205, 0.157], [-0.619, 0.426, 1.516], [0.195, -0.498, 0.833], [-2.193, 0.057, 0.098], [2.178, -0.852, 0.640], [1.925, 1.420, -0.099], [1.365, 0.085, 1.640], [0.031, 0.823, 0.634], [0.460, 0.493, 0.351], [-0.930, 1.997, 0.752], [1.464, -0.072, -1.057], [-0.230, -0.560, -0.881], [-0.548, 1.163, -0.683]], "e_tot_ev": -16105.0218, "de_lowest_kj_mol": 523.84, "homo_lumo_gap_ev": [7.594, 8.676], "e_homo_ha": [-0.5255, -0.5043], "lumo_ev": [-6.7, -5.0], "charge": 1}


Record 3
{"formula": "C8H34O9", "method": "ωB97M-V/def2-TZVPD", "species": ["O", "H", "H", "O", "H", "H", "O", "H", "H", "O", "H", "H", "O", "H", "H", "C", "C", "O", "H", "H", "H", "H", "H", "H", "C", "C", "O", "H", "H", "H", "H", "H", "H", "C", "C", "O", "H", "H", "H", "H", "H", "H", "C", "C", "O", "H", "H", "H", "H", "H", "H"], "xyz": [[-0.036, -0.416, -0.709], [0.240, -0.034, 0.124], [-0.397, 0.320, -1.203], [2.796, 2.678, 0.578], [2.284, 3.483, 0.654], [2.221, 1.994, 0.921], [-1.958, 1.277, -3.438], [-1.621, 1.473, -2.564], [-2.833, 1.666, -3.451], [1.958, -0.631, -2.882], [1.237, -0.818, -2.281], [2.407, 0.119, -2.492], [0.422, 1.262, 1.473], [-0.517, 1.093, 1.393], [0.501, 1.813, 2.251], [-0.374, -3.325, 0.198], [0.883, -4.166, 0.111], [0.599, -5.143, -0.861], [-0.512, -2.923, -0.806], [-0.231, -2.454, 0.838], [-1.252, -3.869, 0.546], [1.080, -4.712, 1.034], [1.795, -3.640, -0.173], [0.722, -6.004, -0.455], [-0.490, 4.178, -2.591], [-0.452, 3.430, -1.272], [-1.262, 2.329, -1.159], [-1.491, 4.533, -2.837], [-0.344, 3.447, -3.386], [0.297, 4.929, -2.664], [-0.710, 4.148, -0.493], [0.554, 3.045, -1.104], [-1.789, 2.362, -0.357], [3.250, -1.347, 1.530], [3.450, -1.963, 2.961], [4.764, -2.318, 3.128], [2.209, -1.055, 1.391], [3.632, -2.055, 0.794], [3.828, -0.451, 1.305], [2.826, -2.826, 3.193], [3.263, -1.340, 3.836], [4.836, -2.880, 3.903], [-4.859, 0.650, 0.320], [-3.438, 0.150, 0.440], [-2.701, 1.192, 1.022], [-5.549, -0.109, -0.050], [-4.854, 1.396, -0.475], [-5.276, 1.114, 1.213], [-2.956, 0.019, -0.529], [-3.385, -0.718, 1.097], [-2.768, 1.094, 1.975]], "forces_ev_per_a": [[-0.018, -0.653, -0.585], [0.349, 0.191, 0.292], [-0.180, 0.448, -0.006], [0.716, 0.162, -0.257], [-0.208, 0.150, 0.071], [-0.451, -0.301, 0.038], [-0.193, -0.603, -1.156], [0.016, 0.382, 0.545], [-0.144, 0.072, 0.042], [0.377, -0.139, -0.594], [-0.350, -0.018, 0.520], [0.051, 0.160, 0.165], [0.870, -0.269, -0.580], [-1.028, 0.080, 0.179], [-0.135, 0.321, 0.823], [0.836, 0.951, 0.042], [-0.690, -0.408, 0.685], [0.158, -1.219, -0.930], [-0.432, -0.034, 0.096], [-0.052, 0.002, 0.111], [0.176, -0.216, -0.148], [0.152, 0.348, 0.438], [-0.193, 0.406, 0.032], [0.002, 0.009, -0.252], [-0.523, -1.370, -0.770], [1.520, 1.669, 0.477], [-1.326, -1.147, -0.445], [0.018, 0.607, 0.356], [0.424, -0.044, -0.173], [-0.255, 0.114, 0.161], [0.227, -0.028, 0.323], [0.379, 0.491, 0.105], [-0.245, -0.237, 0.542], [0.112, -0.327, 1.258], [-1.179, 1.043, -0.084], [2.644, -1.018, -0.316], [-0.036, -0.371, -0.205], [-0.526, -0.302, -0.021], [0.193, 0.149, 0.716], [-0.508, -0.263, -0.845], [-0.827, 1.071, -0.497], [0.114, 0.041, -0.021], [-0.564, -0.080, -1.247], [-0.531, 0.299, 0.308], [1.116, 0.760, -0.108], [-0.076, -0.311, 0.167], [-0.102, 0.348, 0.106], [0.317, -0.204, 0.126], [-0.337, -0.686, -0.029], [0.180, -0.365, -0.392], [0.161, 0.340, 0.936]], "s_squared": 0.750, "e_tot_ev": -27273.3238, "de_lowest_kj_mol": 20.88, "homo_lumo_gap_ev": [2.842, 10.442], "multiplicity": 2, "e_homo_ha": [-0.0040, -0.2845], "lumo_ev": [2.7, 2.7], "charge": -1}